22
Properties=species:S:1:pos:R:3:forces:R:3 method="wB97M-V/def2-TZVPD" homo_energy_ev=-12.25 gap_ev=9.20 e_lumo_ev=-3.0 total_charge=+1
C -0.558318 -0.012618 -0.101298 -1.2 1.1 1.2
N 3.456023 -1.935833 3.406462 -1.7 -0.3 0.5
C -0.399288 -1.196108 -0.594252 0.1 -3.3 -1.1
H -2.290266 -2.266719 -0.554761 -1.1 -0.7 2.1
H 2.187173 1.799320 0.353069 0.6 -1.0 0.3
H 1.679352 0.413213 -0.913979 0.5 1.5 0.8
H 4.433016 -1.911633 3.419982 1.9 0.2 0.0
H -3.348868 -0.400277 -1.527530 -1.0 0.9 0.4
H 1.063523 2.209092 -0.812286 -0.1 -2.2 0.7
C -1.775679 -1.580692 -1.146610 1.7 1.6 -1.9
C 1.428100 1.268653 -0.214449 -0.3 2.1 -2.7
H -2.617880 0.602246 0.586558 1.2 -0.1 -0.2
N 0.388496 0.686830 0.659790 2.5 0.8 1.6
C -1.894677 0.618104 -0.291107 -2.0 -0.4 0.3
N 2.277813 -0.734809 1.836511 -0.7 0.8 -1.0
H -1.838733 1.657680 -0.592627 0.2 0.4 -0.2
H 1.068495 -0.059116 1.178259 -2.0 1.9 -0.1
H 0.502904 -1.916701 -0.658760 -1.6 1.5 0.4
H -0.029536 1.472395 1.240800 0.6 -1.7 -0.5
N 2.918900 -1.252703 2.579822 1.0 -1.2 0.9
H -1.721547 -2.200926 -2.035700 0.3 0.6 -0.8
N -2.386835 -0.211498 -1.360287 1.1 -2.7 -0.8